(1)
49
Properties=species:S:1:pos:R:3:mulliken_charge:R:1 method="wB97M-V/def2-TZVPD" de_lowest_kcal_mol=14.0 homo_energy_ev="-10.2 / -11.6" energy_ev=-123799.517 lumo_ev="-2.271 / -2.441" total_charge=+1 orbital_gap_ev="7.890 / 9.176" multiplicity=4
V -1.357 0.168 -0.245 0.25
N -2.355 -0.187 1.658 -0.35
C -3.311 0.878 2.002 -0.62
C -4.013 1.323 0.733 -0.61
N -2.991 1.688 -0.274 -0.38
H -2.810 -1.097 1.629 0.21
H -1.625 -0.298 2.356 0.29
H -2.748 1.709 2.428 0.35
H -4.038 0.556 2.749 0.41
H -4.704 2.141 0.938 0.38
H -4.593 0.491 0.328 0.35
H -2.550 2.568 -0.016 0.22
H -3.433 1.859 -1.171 0.25
Br -2.263 -3.266 3.517 -0.16
C -0.971 -3.764 2.207 0.39
C -0.266 -4.944 2.405 -0.57
C 0.666 -5.290 1.445 -0.42
C 0.850 -4.458 0.349 -0.51
C 0.082 -3.310 0.259 0.41
N -0.825 -2.960 1.180 -0.13
C 0.269 -2.397 -0.940 0.20
O 1.190 -2.604 -1.719 -0.68
O -0.582 -1.441 -1.070 -0.66
H -0.446 -5.557 3.275 0.41
H 1.240 -6.201 1.552 0.43
H 1.563 -4.674 -0.431 0.47
C 3.145 1.443 -2.949 -0.87
N 2.198 0.412 -2.452 0.06
C 0.862 0.570 -3.091 -0.72
C 2.144 0.361 -0.926 -0.42
C 1.579 1.577 -0.244 1.29
C 2.480 2.585 0.108 -0.67
C 2.077 3.681 0.848 -0.65
C 0.756 3.737 1.273 -1.13
C -0.121 2.720 0.929 0.21
C 0.222 1.599 0.148 0.17
H 3.193 1.382 -4.033 0.33
H 4.127 1.263 -2.518 0.34
H 2.778 2.417 -2.638 0.43
H 2.544 -0.511 -2.724 0.33
H 0.452 1.522 -2.761 0.39
H 0.237 -0.260 -2.780 0.11
H 1.004 0.578 -4.169 0.40
H 3.180 0.187 -0.630 0.67
H 1.571 -0.522 -0.700 -0.43
H 3.525 2.498 -0.175 0.41
H 2.782 4.456 1.116 0.39
H 0.417 4.563 1.886 0.43
H -1.127 2.808 1.334 -0.02



(2)
48
Properties=species:S:1:pos:R:3:mulliken_charge:R:1 method="wB97M-V/def2-TZVPD" homo_energy_ev=-8.3 energy_ev=-52843.234 lumo_ev=-3.667 total_charge=+1 orbital_gap_ev=4.656 multiplicity=1
Cl 0.890 1.051 17.149 -0.07
C 0.462 -0.591 16.567 -0.51
N 0.218 -0.629 15.091 -0.24
C -0.958 0.257 14.700 -0.40
C -1.190 0.158 13.232 -0.55
N -0.202 -0.806 12.694 -0.36
F -0.490 -0.880 11.228 -0.10
C -0.379 -2.166 13.255 -0.60
C -0.130 -2.055 14.728 -0.46
C 1.194 -0.330 12.845 -0.62
C 1.465 -0.225 14.309 -0.39
H 1.299 -1.266 16.802 0.40
H -0.458 -0.907 17.083 0.40
H -1.824 -0.110 15.268 0.40
H -0.714 1.276 15.022 0.41
H -2.176 -0.238 12.973 0.37
H -1.024 1.098 12.701 0.38
H -1.400 -2.480 13.017 0.41
H 0.340 -2.817 12.750 0.42
H 0.714 -2.683 15.042 0.41
H -1.023 -2.320 15.306 0.41
H 1.836 -1.061 12.348 0.39
H 1.261 0.632 12.332 0.42
H 1.717 0.795 14.621 0.42
H 2.263 -0.912 14.623 0.40
C -5.434 -2.227 9.265 -1.22
C -4.589 -1.013 8.991 -0.18
O -3.240 -1.278 9.413 -0.30
C -2.393 -0.276 8.996 0.36
C -1.010 -0.692 8.989 -0.49
C -0.076 0.000 8.202 1.09
C -0.189 1.385 7.842 -0.67
C 0.750 1.977 6.999 0.26
Cl 0.567 3.627 6.560 -0.22
C 1.806 1.229 6.443 -0.49
C 1.920 -0.132 6.777 -0.50
C 1.036 -0.723 7.665 -0.59
O -2.842 0.818 8.648 -0.67
H -6.478 -1.962 9.102 0.39
H -5.181 -3.035 8.575 0.30
H -5.333 -2.592 10.288 0.30
H -4.607 -0.780 7.915 0.32
H -4.974 -0.148 9.544 0.29
H -0.798 -1.715 9.254 0.08
H -1.063 1.951 8.150 0.53
H 2.490 1.714 5.752 0.41
H 2.712 -0.728 6.328 0.37
H 1.108 -1.779 7.929 0.31



(3)
51
Properties=species:S:1:pos:R:3:mulliken_charge:R:1 method="wB97M-V/def2-TZVPD" de_lowest_kcal_mol=62.5 homo_energy_ev="-8.9 / -8.9" energy_ev=-80065.433 lumo_ev="-4.553 / -4.260" total_charge=+1 orbital_gap_ev="4.374 / 4.666" multiplicity=2
Co -0.176 -0.142 0.977 -0.21
C -2.413 -1.100 2.255 -0.68
C -2.659 0.403 2.234 -0.80
N -1.756 1.060 1.226 -0.05
C -1.278 2.413 1.673 -1.30
C 0.128 2.339 2.232 0.99
C 0.796 3.345 2.908 -1.08
C 2.133 3.136 3.228 -0.25
C 2.785 1.963 2.864 -1.05
C 2.057 0.998 2.192 0.90
C 2.588 -0.291 1.603 -1.32
N 1.459 -1.202 1.220 0.00
C 1.186 -2.270 2.234 -0.77
C -0.310 -2.560 2.276 -0.69
N -0.963 -1.251 2.447 -0.09
N 0.767 1.210 1.933 0.58
H -2.681 -1.555 1.298 0.38
H -3.003 -1.584 3.037 0.42
H -2.414 0.821 3.213 0.38
H -3.701 0.646 2.027 0.45
H -2.302 1.202 0.380 0.41
H -1.979 2.843 2.391 0.52
H -1.269 3.077 0.806 0.41
H 0.303 4.272 3.166 0.53
H 2.679 3.907 3.753 0.44
H 3.832 1.820 3.089 0.53
H 3.271 -0.801 2.284 0.50
H 3.151 -0.051 0.699 0.43
H 1.719 -1.633 0.335 0.37
H 1.510 -1.891 3.205 0.40
H 1.771 -3.164 2.020 0.43
H -0.555 -3.266 3.072 0.44
H -0.653 -2.990 1.331 0.38
H -0.707 -0.870 3.355 0.28
N -0.048 -0.271 -1.203 -0.31
C -0.085 -0.381 -2.655 1.26
C -0.642 0.647 -3.396 -0.65
C -0.666 0.539 -4.780 -0.72
C -0.166 -0.593 -5.397 -0.27
C 0.393 -1.610 -4.639 -0.86
C 0.449 -1.509 -3.259 -0.42
S -0.271 -0.776 -7.198 1.27
O 1.018 -1.345 -7.530 -0.67
O -0.502 0.581 -7.651 -0.69
O -1.399 -1.676 -7.331 -0.65
H -0.498 0.610 -0.966 0.05
H -0.475 -1.129 -0.831 0.33
H -1.052 1.527 -2.906 0.26
H -1.075 1.321 -5.406 0.48
H 0.799 -2.473 -5.151 0.40
H 0.903 -2.295 -2.665 0.28



(4)
46
Properties=species:S:1:pos:R:3:mulliken_charge:R:1 method="wB97M-V/def2-TZVPD" de_lowest_kcal_mol=0.0 homo_energy_ev=-8.5 energy_ev=-28481.708 lumo_ev=0.752 smiles="CCN(CC)C(=O)[C@H]1CCCN(Cc2ccc(F)c(F)c2)C1" orbital_gap_ev=9.287 multiplicity=1
C -0.218 -2.408 -0.429 -1.00
H -0.413 -1.609 -1.139 0.16
H 0.049 -3.301 -0.988 0.46
H -1.130 -2.613 0.124 0.27
C 0.893 -2.015 0.548 -0.68
N 2.148 -1.728 -0.109 0.32
C 2.737 -0.517 -0.287 -0.23
O 3.797 -0.423 -0.881 -0.69
C 2.041 0.726 0.251 1.13
H 1.558 0.512 1.208 0.30
C 0.989 1.203 -0.772 -0.68
N 0.317 2.429 -0.395 0.10
C -0.640 2.270 0.687 -0.56
C -1.739 1.322 0.290 0.00
C -2.350 1.450 -0.954 -0.48
C -3.349 0.580 -1.345 -0.55
C -3.750 -0.432 -0.489 0.62
C -3.150 -0.563 0.755 0.16
C -2.148 0.308 1.143 -0.37
H -1.702 0.179 2.117 0.39
F -3.525 -1.548 1.592 -0.39
F -4.717 -1.285 -0.870 -0.33
H -3.826 0.668 -2.308 0.44
H -2.019 2.234 -1.616 0.40
H -0.189 1.926 1.631 0.32
H -1.079 3.257 0.874 0.49
C 1.280 3.494 -0.179 -0.94
C 2.357 3.143 0.854 -0.61
C 3.062 1.850 0.455 -1.08
H 3.609 1.994 -0.478 0.33
H 3.785 1.558 1.219 0.42
H 3.079 3.959 0.914 0.44
H 1.901 3.030 1.840 0.32
H 0.741 4.396 0.120 0.44
H 1.761 3.688 -1.143 0.42
H 0.233 0.433 -0.932 -0.15
H 1.497 1.386 -1.724 0.26
C 2.899 -2.889 -0.569 -0.71
C 3.882 -3.376 0.491 -1.10
H 4.418 -4.248 0.127 0.39
H 4.600 -2.591 0.710 0.29
H 3.364 -3.644 1.410 0.28
H 3.450 -2.593 -1.464 0.43
H 2.196 -3.681 -0.828 0.29
H 0.563 -1.152 1.123 0.28
H 1.056 -2.841 1.250 0.38



(5)
51
Properties=species:S:1:pos:R:3:mulliken_charge:R:1 method="wB97M-V/def2-TZVPD" de_lowest_kcal_mol=0.0 homo_energy_ev=-11.2 energy_ev=-86585.130 lumo_ev=-3.412 total_charge=+1 orbital_gap_ev=7.761 multiplicity=1
O 0.263 3.384 0.198 -0.59
H 0.470 4.300 -0.044 0.28
Ga 0.000 0.023 -0.669 0.73
N -1.098 -0.846 -2.212 0.84
N 1.251 -1.453 -1.546 0.55
O -2.309 -0.415 -2.448 -0.90
O 2.568 -1.833 -1.236 -0.67
C -0.456 -1.606 -3.113 0.36
C 0.836 -2.011 -2.682 0.59
C -1.065 -1.913 -4.433 -1.64
C 1.721 -2.954 -3.392 -1.67
H -1.927 -1.247 -4.609 0.37
H -1.416 -2.958 -4.489 0.34
H -0.329 -1.757 -5.242 0.40
H 2.290 -3.563 -2.686 0.45
H 2.424 -2.408 -4.034 0.30
H 1.119 -3.603 -4.035 0.44
H -1.803 1.078 -2.002 0.30
H 2.957 -1.087 -0.739 0.39
O -1.202 -1.955 0.242 -0.51
H -1.867 -2.217 -0.421 0.32
H -0.647 -2.740 0.389 0.31
C 1.539 1.456 -0.941 -1.52
H 1.507 2.266 -0.233 0.50
H 1.485 1.835 -1.969 0.35
H 2.532 0.990 -0.880 0.33
O -1.033 1.674 -1.692 -0.87
H -0.326 3.054 -0.508 0.26
H -0.703 2.119 -2.512 0.31
C 2.547 -1.315 2.993 -1.07
C 2.011 -1.332 1.700 -0.18
N 1.018 -0.511 1.339 -0.06
C 0.453 0.310 2.258 -0.01
C 0.974 0.403 3.583 0.59
C 2.058 -0.421 3.927 -0.57
C 0.338 1.303 4.489 -0.97
C -0.826 1.957 4.168 -0.94
C -1.471 1.748 2.914 0.66
C -2.746 2.238 2.582 -0.68
C -3.337 1.856 1.390 -1.03
C -2.638 1.052 0.494 0.09
N -1.351 0.735 0.728 0.68
C -0.789 0.973 1.940 0.32
H 3.345 -2.007 3.226 0.41
H 2.375 -2.039 0.957 0.73
H 2.470 -0.354 4.931 0.45
H 0.790 1.444 5.468 0.40
H -1.315 2.630 4.874 0.41
H -3.261 2.888 3.282 0.45
H -4.336 2.168 1.108 0.44
H -3.091 0.662 -0.416 0.53